[1]
The following is a quantum chemistry calculation of a 2-piece molecular cluster, C4H10O2 overall, from the OMol25 dataset.

XYZ file:
```
16
Properties=species:S:1:pos:R:3:forces:R:3:mulliken_charge:R:1
C 1.8308 1.2544 0.1919 0.22 0.08 -0.10 -0.63
O 0.8055 0.5629 0.8747 -0.17 -0.03 -0.05 -0.50
C -0.5292 -0.4979 -0.5036 0.03 -0.28 0.05 0.16
C -0.1598 -1.7621 0.1751 0.07 0.06 0.00 -1.16
C -1.8290 0.1802 -0.3402 0.11 -0.30 -0.03 -0.24
O -1.2894 1.4084 -0.0393 -0.11 0.35 0.23 -0.76
H 2.6704 0.5719 0.0207 -0.12 0.09 0.02 0.26
H 1.4750 1.6445 -0.7722 0.05 -0.04 0.14 0.29
H 2.1893 2.1005 0.7913 -0.04 -0.12 -0.08 0.26
H 0.0625 -0.1549 -1.3471 -0.08 -0.04 0.10 0.40
H 0.9069 -1.9803 0.1232 -0.15 0.00 -0.03 0.29
H -0.7242 -2.5530 -0.3449 0.03 0.06 0.03 0.37
H -0.4800 -1.7662 1.2198 -0.01 0.04 -0.17 0.32
H -2.4350 0.1605 -1.2688 0.18 -0.02 0.09 0.30
H -2.4416 -0.2870 0.4558 0.11 0.12 -0.08 0.22
H -0.0521 1.1180 0.7636 -0.12 0.04 -0.13 0.42
```
Positions in Å, forces in eV/Å.

As for the multiplicity: 1. The value obtained for the total energy is -308.7419 a.u. The value obtained for the energy above the lowest of the compared OMol25 structures with the same formula, charge and spin is 4.2513 eV.



[2]
The following is a quantum chemistry calculation of one molecule with the formula C34H35NO3 at a distorted geometry, from the OMol25 dataset.

XYZ file:
```
73
Properties=species:S:1:pos:R:3:forces:R:3:mulliken_charge:R:1
C 2.3682 4.9457 1.4058 -0.07 -0.66 0.95 -0.81
O 2.3986 4.1658 2.6487 -0.20 0.23 -0.61 -0.46
C 2.3885 2.8080 2.5183 0.68 -1.50 0.07 0.65
C 2.8382 1.9707 3.6009 -0.44 1.02 -1.47 -1.05
C 3.0455 0.6086 3.3812 -0.52 0.14 0.90 -0.01
C 2.6500 -0.0748 2.2376 0.40 1.25 -0.95 -0.72
C 2.5809 -1.5941 2.1527 0.46 -0.03 1.45 2.73
C 3.0937 -2.1974 0.9138 0.10 -0.13 -1.37 -0.22
C 2.5620 -3.4279 0.5635 -0.15 -0.63 -0.48 -0.32
C 2.6457 -3.9209 -0.7201 0.58 0.17 -0.41 -1.25
C 3.3275 -3.1911 -1.6962 -0.53 1.24 -0.08 1.00
C 3.2405 -3.5614 -3.1444 -0.05 -0.30 -0.05 -1.52
C 3.9888 -2.0128 -1.3238 0.21 -0.11 1.00 -1.16
C 3.9261 -1.5525 0.0056 -0.17 -0.68 -0.50 0.15
C 2.3029 0.7789 1.1571 -0.79 -0.33 0.59 -0.53
C 2.1022 2.1648 1.2991 0.36 0.04 -0.01 -0.56
H 2.6281 5.9642 1.7278 -0.15 -0.41 -0.28 0.23
H 3.1108 4.5387 0.6927 -0.33 0.31 0.35 0.39
H 1.3548 4.9106 0.9628 0.50 0.12 0.17 0.29
H 2.9996 2.4216 4.5748 0.34 -0.06 -0.17 0.46
H 3.4978 0.0284 4.1690 -0.11 -0.01 0.34 0.65
H 1.4976 -1.9001 2.2006 1.13 0.65 -0.13 -0.96
H 2.0401 -4.0388 1.2854 -0.29 0.23 0.09 0.24
H 2.1570 -4.8517 -0.9957 0.04 0.08 0.08 0.40
H 3.1745 -2.6933 -3.8244 0.00 -0.38 0.43 0.37
H 4.1607 -4.0925 -3.3459 0.20 -0.30 -0.64 0.28
H 2.3884 -4.2393 -3.3167 0.37 0.28 -0.08 0.37
H 4.5509 -1.4070 -2.0359 -0.13 -0.35 -0.02 0.39
H 4.5084 -0.7134 0.3562 -0.18 0.38 -0.27 0.69
H 2.1352 0.3516 0.1755 -0.22 -0.04 0.04 0.43
H 1.7530 2.7643 0.4361 0.39 -0.63 0.57 0.34
C 7.5427 -4.3249 3.5273 0.12 0.04 -0.32 -1.57
C 6.3875 -4.6129 2.5626 -0.35 0.74 -0.08 1.51
C 6.4893 -3.8758 1.2099 -0.41 0.32 0.10 -1.12
C 6.3364 -6.1173 2.2873 0.13 0.15 -0.15 -1.63
O 4.9877 -4.1267 3.1470 1.22 -0.13 -0.68 -0.40
C 4.7331 -2.8034 3.3626 0.17 0.60 -0.49 -0.85
C 3.2020 -2.4783 3.3160 -1.27 -3.45 -1.13 0.54
N 2.8054 -2.1498 4.6195 -2.69 1.74 2.68 -0.50
C 1.5529 -1.9788 5.0211 2.70 -0.86 -1.48 0.42
C 1.2545 -1.2297 6.2478 0.39 0.19 0.51 1.07
C -0.0739 -0.8860 6.5739 0.25 -0.29 -0.15 -0.17
C -0.3348 -0.1491 7.7193 0.33 -0.02 0.06 -0.95
C 0.7520 0.2132 8.5259 0.27 0.32 0.51 -0.21
C 2.1059 -0.0682 8.2111 -1.29 -0.63 -1.08 -0.93
C 2.3475 -0.7997 7.0318 -0.72 0.54 0.70 -0.33
C 0.4426 -2.4118 4.1529 -0.35 0.25 -1.14 0.33
C -0.3762 -1.3919 3.6180 0.20 -0.28 -1.04 -0.60
C -1.1743 -1.6690 2.4881 -0.19 -0.30 0.52 -0.90
C -1.2475 -2.9903 2.0214 0.24 -0.44 -0.45 -0.53
C -0.4007 -4.0093 2.5317 -0.41 0.20 0.18 -0.41
C 0.4601 -3.7104 3.5845 -0.49 0.51 0.45 0.05
O 5.5509 -1.9375 3.5842 -0.26 -0.79 -0.28 -0.64
H 7.3969 -4.8304 4.5042 0.00 0.42 -0.54 0.36
H 8.4545 -4.7642 3.0473 -0.62 0.42 0.46 0.43
H 7.6783 -3.2372 3.6443 -0.02 -0.55 0.15 0.31
H 5.6255 -4.2070 0.6059 0.29 0.34 0.14 0.20
H 6.4105 -2.7921 1.3971 0.07 -0.40 -0.26 0.29
H 7.3975 -4.0576 0.5981 -0.31 -0.15 0.76 0.46
H 5.5104 -6.3728 1.6049 0.27 0.03 0.31 0.36
H 7.3159 -6.3544 1.7729 -1.11 0.13 0.56 0.37
H 6.2698 -6.7014 3.2148 -0.03 0.10 -0.28 0.41
H 2.7154 -3.5052 3.0068 1.19 1.71 0.68 0.10
H -0.9043 -1.1885 5.9226 0.51 0.05 0.48 0.43
H -1.3833 0.1226 7.9555 0.95 -0.14 0.05 0.36
H 0.5298 0.7428 9.4522 0.14 0.01 -0.18 0.36
H 2.9267 0.2592 8.8442 -0.26 -0.04 -0.07 0.43
H 3.3548 -1.0320 6.6955 -0.22 -0.04 0.08 0.43
H -0.2425 -0.3449 3.9439 -0.14 -0.75 -0.09 0.44
H -1.7524 -0.8646 1.9874 0.41 -0.69 0.50 0.41
H -1.9421 -3.2455 1.1996 0.55 0.25 0.48 0.34
H -0.3967 -5.0442 2.1292 -0.21 0.94 0.16 0.41
H 1.1627 -4.4577 3.9813 -0.46 0.36 -0.16 0.47
```
Positions in Å, forces in eV/Å.

As for the multiplicity: 1. The value obtained for the total energy is -1597.0035 a.u. Its SMILES is COc1ccc([C@@H](c2ccc(C)cc2)[C@H](N=C(c2ccccc2)c2ccccc2)C(=O)OC(C)(C)C)cc1. The value obtained for the energy above the lowest of the compared OMol25 structures with the same formula, charge and spin is 1.6948 eV.



What is the formula in the second record? C34H35NO3